Computed, not measured: 3 unconnected molecules or ions with the total composition C22H33N4O8S in a non-equilibrium geometry, with ωB97M-V with the def2-TZVPD basis set.

Properties
Calculated total energy   -2076.92087 hartree
HOMO-LUMO gap   0.264 Ha
ΔE to the lowest compared entry with this formula, charge and spin   14.35 kcal per mole

Geometry as ORCA input:
```
! wB97M-V def2-TZVPD RIJCOSX def2/J DEFGRID3
* xyz 1 1
C 1.8034 2.6760 -5.0904
C 1.6886 1.7593 -3.8563
C 2.0900 0.3072 -4.2638
C 3.1486 -0.3336 -3.3318
N 2.6946 -1.5284 -2.5954
C 2.9004 -1.7688 -1.2853
C 3.5930 -0.9025 -0.3140
C 2.6190 -0.2078 0.6379
C 2.9918 0.9669 1.2386
C 2.1295 1.6013 2.0849
C 0.8831 1.1027 2.3679
C 0.4955 -0.0886 1.7902
C -0.8482 -0.7318 2.0322
C 1.3788 -0.7138 0.9393
N 2.3527 -2.9593 -1.0083
N 1.8470 -3.4677 -2.0948
N 2.0534 -2.6000 -3.0424
C 1.5979 -2.8602 -4.3926
S -0.2325 -2.8441 -4.4783
O -0.7810 -3.1137 -3.1922
O -0.6547 -1.6063 -5.0535
H 2.8560 2.8742 -5.3103
H 1.4096 2.1549 -5.9694
H 1.2171 3.5883 -4.9879
H 0.6225 1.7372 -3.6153
H 2.2624 2.1402 -3.0102
H 1.1689 -0.2684 -4.3566
H 2.5522 0.3827 -5.2516
H 4.0854 -0.5575 -3.8459
H 3.3822 0.4018 -2.5653
H 4.2626 -1.5192 0.2964
H 4.2428 -0.1786 -0.8069
H 3.9552 1.4323 1.0486
H 2.3988 2.5438 2.5493
H 0.1781 1.6081 3.0144
H -0.8609 -1.6504 1.4340
H -1.6726 -0.1173 1.6673
H -0.9558 -1.0361 3.0718
H 1.0530 -1.6483 0.4925
H 2.0097 -2.1872 -5.1407
H 1.9207 -3.8751 -4.6453
H -0.5526 -3.8474 -5.3447
C -3.2578 0.9226 -2.5557
C -3.4109 2.0112 -1.5213
C -2.3997 3.1268 -1.6156
O -2.3580 3.6063 -0.2673
C -2.6861 2.5618 0.5374
O -2.5756 2.5613 1.7183
O -3.1516 1.5153 -0.1971
H -3.8252 0.0384 -2.2665
H -3.6101 1.2635 -3.5291
H -2.2142 0.6148 -2.6519
H -4.4328 2.4005 -1.5347
H -2.6994 3.9200 -2.2973
H -1.3994 2.7764 -1.8861
C -3.2454 -0.7948 8.5571
C -2.8851 -0.7474 7.0929
C -2.1124 -1.9399 6.5891
O -1.3994 -1.3800 5.4767
C -1.2258 -0.0574 5.7397
O -0.5212 0.6674 5.1139
O -1.9593 0.3185 6.8138
H -3.5471 0.1918 8.9074
H -4.0626 -1.4947 8.7300
H -2.3911 -1.1017 9.1627
H -3.7816 -0.5719 6.4912
H -2.7512 -2.7587 6.2655
H -1.3830 -2.3147 7.3105
*
```

=====

Computed, not measured: a molecular structure, C22H34As3CdF2IO7S2, with ωB97M-V with the def2-TZVPD basis set.

Properties
Calculated total energy   -9554.27263 hartree
HOMO-LUMO gap   0.242 Ha
ΔE to the lowest compared entry with this formula, charge and spin   3.41 kcal per mole

Geometry as ORCA input:
```
! wB97M-V def2-TZVPD RIJCOSX def2/J DEFGRID3
* xyz -2 1
Cd -1.3279 -0.0167 0.2681
C 3.9207 -0.0306 -0.5360
As 2.3446 0.8461 0.2578
C 2.7069 2.6201 -0.5135
C 3.1472 1.2122 2.0432
C 4.4400 1.7334 2.1384
C 5.0273 2.0119 3.3610
C 4.3158 1.7725 4.5296
C 3.0351 1.2523 4.4495
C 2.4356 0.9614 3.2220
As 0.6083 0.1817 3.1766
C -0.2347 1.4248 4.4455
C 0.9536 -1.2520 4.4875
H 4.7972 0.6203 -0.5400
H 3.6653 -0.2899 -1.5638
H 4.1544 -0.9390 0.0196
H 3.7408 2.9327 -0.3568
H 2.0275 3.3420 -0.0625
H 2.5076 2.5515 -1.5836
H 5.0030 1.9296 1.2327
H 6.0331 2.4156 3.4029
H 4.7569 1.9883 5.4966
H 2.4890 1.0684 5.3683
H 0.3220 1.5332 5.3779
H -1.2295 1.0326 4.6615
H -0.3350 2.3902 3.9522
H 1.4941 -0.8965 5.3667
H 1.5251 -2.0460 4.0076
H -0.0133 -1.6558 4.7858
O -3.6664 -1.5790 -3.4759
As -1.9996 -1.5221 -2.7744
O -1.8451 -2.9345 -1.9462
O -1.9836 -0.0871 -1.9445
C -1.0621 -1.5140 -4.5009
C -1.8830 -1.6812 -5.6212
C -1.3591 -1.7283 -6.9029
C 0.0082 -1.6059 -7.0946
C 0.8325 -1.4359 -5.9979
C 0.3148 -1.3914 -4.7059
S 1.5581 -1.1968 -3.4157
O 2.1180 -2.5322 -3.2401
O 2.5104 -0.2462 -3.9754
O 0.8328 -0.6959 -2.2592
H -4.2278 -1.7472 -2.7110
H -2.9485 -1.7747 -5.4762
H -2.0244 -1.8567 -7.7493
H 0.4298 -1.6353 -8.0931
H 1.9015 -1.3175 -6.1163
I -2.7896 -2.0393 3.0976
C -3.0781 -1.1091 1.1458
H -3.9547 -0.4853 1.3210
H -3.3773 -1.9511 0.5205
F -1.9379 2.9676 0.5806
C -0.8002 2.1604 0.3877
F 0.0629 2.5769 1.4376
H -0.3298 2.5725 -0.5132
C -0.3301 -5.4680 -0.6509
C -0.3189 -4.2918 0.3116
S 0.5367 -2.8774 -0.4104
O 0.2580 -1.7564 0.5759
C 2.2492 -3.3442 -0.0442
C 2.6482 -3.1589 1.4080
H -0.9382 -6.2798 -0.2456
H 0.6732 -5.8610 -0.8321
H -0.7590 -5.1456 -1.5999
H 0.1079 -4.5211 1.2904
H -1.3255 -3.8989 0.4540
H 2.8336 -2.7141 -0.7149
H 2.3665 -4.3717 -0.3966
H 2.4619 -2.1291 1.7159
H 3.7112 -3.3741 1.5414
H 2.0829 -3.8101 2.0773
*
```

=====

Computed, not measured: a molecular structure, C22H34Cl2N5O4Y in a non-equilibrium geometry, with ωB97M-V with the def2-TZVPD basis set.

Properties
Calculated total energy   -2392.17946 hartree
HOMO-LUMO gap (alpha / beta)   0.230 / 0.108 Ha

Geometry as ORCA input:
```
! wB97M-V def2-TZVPD RIJCOSX def2/J DEFGRID3
* xyz 0 1
O 3.3331 2.0380 -1.0622
C 2.7593 2.3481 -2.0999
C 1.8503 3.4776 -2.2875
C 1.1225 3.9707 -1.1875
H 0.9739 3.3473 -0.3007
C 0.6490 5.2746 -1.2142
H 0.1503 5.6951 -0.3423
C 0.8797 6.0772 -2.3402
H 0.6944 7.1479 -2.2858
C 1.4048 5.5053 -3.5069
H 1.5009 6.1060 -4.4115
C 1.8534 4.1902 -3.5003
H 2.2772 3.7489 -4.4079
H 2.9726 1.8094 -3.0742
C -0.4762 -0.8951 -3.3002
C -1.5240 -0.2130 -2.4086
H -0.5005 -0.4691 -4.3173
H -0.6425 -1.9744 -3.3730
H 0.5434 -0.6400 -2.9648
C -1.9766 1.0365 -2.8281
C -2.8532 1.4014 -3.9770
H -1.5013 1.8929 -2.3460
H -2.4372 2.3108 -4.4432
H -3.8660 1.6634 -3.6237
H -2.9458 0.6415 -4.7787
Y -1.0033 -0.2580 -0.0475
Cl -1.8628 2.0370 0.3122
Cl -2.8365 -1.3825 -1.7853
C -3.0958 -1.3579 1.7261
O -1.9519 -1.7100 1.2952
N -3.8513 -2.1325 2.4736
C -3.4618 -3.4686 2.8985
C -5.2339 -1.7638 2.7158
H -3.5167 -0.3638 1.4760
H -2.4005 -3.6323 2.7223
H -4.0592 -4.2127 2.3572
H -3.6983 -3.5551 3.9642
H -5.3674 -0.7363 2.3691
H -5.4566 -1.8413 3.7851
H -5.9194 -2.4275 2.1718
H 1.4400 -5.1973 -0.8678
H 4.0301 -4.2067 -0.5264
C 1.3795 -4.3519 -1.5655
C 3.6920 -3.4313 -1.2299
N 2.2415 -3.2492 -1.1377
H 0.3425 -4.0219 -1.6390
C 1.7562 -2.1259 -0.6241
O 0.5133 -1.8511 -0.5875
H 4.1561 -2.4747 -0.9661
H 2.5087 -1.4155 -0.2454
H 1.7123 -4.7224 -2.5406
H 3.9754 -3.7081 -2.2552
C -0.1186 -0.1620 5.5229
N 0.7000 -0.0264 4.3243
C 2.0518 -0.0068 4.4234
C 2.7827 0.1398 3.2902
C 2.1014 0.2530 2.0463
N 0.7654 0.1135 1.9148
C 0.0242 0.0853 3.1031
O -1.2128 0.1512 3.1175
N 2.8664 0.4075 0.9261
H -0.6961 -1.0939 5.4711
H -0.8078 0.6864 5.6020
H 0.5458 -0.1910 6.3921
H 2.4642 -0.0842 5.4358
H 3.8679 0.2225 3.3227
H 3.8583 0.5811 1.0897
H 2.5332 0.9939 0.1507
*
```

=====

Computed, not measured: 6 unconnected molecules or ions with the total composition C22H34Cl2O15 in a non-equilibrium geometry, with ωB97M-V with the def2-TZVPD basis set.

Properties
Calculated total energy   -2907.63695 hartree
HOMO-LUMO gap   0.389 Ha
ΔE to the lowest compared entry with this formula, charge and spin   59.99 kcal per mole
SMILES string   C[C@H]1COC(=O)O1.C[C@H]1COC(=O)O1.C[C@H]1COC(=O)O1.C[C@H]1COC(=O)O1.C[C@H]1COC(=O)O1.ClCCCl

Geometry as ORCA input:
```
! wB97M-V def2-TZVPD RIJCOSX def2/J DEFGRID3
* xyz 0 1
C 3.9821 5.1492 2.9142
C 5.0179 5.6832 1.9961
C 4.6341 6.1061 0.6172
O 5.4784 7.1930 0.3701
C 6.0935 7.5269 1.4848
O 6.8710 8.4475 1.5909
O 5.5656 6.8609 2.4972
H 4.1027 5.1523 3.9975
H 3.6063 4.1923 2.5521
H 3.2145 5.9208 2.8546
H 5.7096 4.8424 1.9423
H 3.5565 6.2491 0.5377
H 4.8431 5.3393 -0.1287
C 5.7310 1.8915 -5.2347
C 7.1560 1.4683 -4.7855
C 8.1709 2.6106 -4.3769
O 8.6562 2.2783 -3.0630
C 8.0569 1.2141 -2.6091
O 8.2172 0.6614 -1.5640
O 7.2054 0.7721 -3.4923
H 5.0267 1.0799 -5.0515
H 5.6284 2.0586 -6.3069
H 5.2831 2.7234 -4.6912
H 7.5026 0.8717 -5.6293
H 7.7333 3.6071 -4.3168
H 8.9444 2.7388 -5.1341
C -5.4256 -7.3463 -1.6761
C -4.5407 -7.3056 -0.3739
C -4.1727 -8.6228 0.1658
O -2.8871 -8.4103 0.6949
C -2.3523 -7.4132 -0.0009
O -1.1965 -7.0017 0.0993
O -3.2122 -6.8872 -0.7862
H -5.3300 -6.4477 -2.2856
H -6.4693 -7.4563 -1.3819
H -5.2157 -8.1693 -2.3593
H -4.8994 -6.5486 0.3235
H -4.1013 -9.4920 -0.4881
H -4.8603 -8.7474 1.0023
C -3.2416 -2.6164 5.4306
C -3.7466 -3.8523 6.2416
C -4.8607 -3.5368 7.3108
O -5.8824 -4.4907 7.0771
C -5.6567 -5.0586 5.8329
O -6.4403 -5.8370 5.3185
O -4.5283 -4.6560 5.3285
H -2.5586 -1.8998 5.8868
H -4.1118 -2.0654 5.0739
H -2.6818 -2.9881 4.5724
H -2.9334 -4.4155 6.6996
H -5.1440 -2.4962 7.1528
H -4.5252 -3.4529 8.3445
C -2.2620 -1.1629 -3.4821
C -1.4966 -0.1503 -2.5161
C -1.8721 -0.1831 -1.1073
O -0.6187 -0.1601 -0.4699
C 0.3346 -0.2421 -1.3512
O 1.5393 -0.1612 -1.0764
O -0.1341 -0.2852 -2.5914
H -2.2582 -2.2027 -3.1551
H -1.9070 -1.2248 -4.5108
H -3.2397 -0.7838 -3.7797
H -1.7974 0.8078 -2.9401
H -2.3600 -1.1480 -0.9700
H -2.4966 0.6392 -0.7581
Cl -2.4859 7.6811 -2.9273
C -3.4358 6.3569 -2.2246
C -3.3404 6.3116 -0.6533
Cl -1.8356 5.5540 -0.0964
H -3.1869 5.4286 -2.7389
H -4.5045 6.5127 -2.3717
H -4.1631 5.7054 -0.2739
H -3.4918 7.2818 -0.1801
*
```

=====

Computed, not measured: 6 unconnected molecules or ions with the total composition C22H34IN5O7S in a non-equilibrium geometry, with ωB97M-V with the def2-TZVPD basis set.

Properties
Calculated total energy   -2354.93383 hartree
HOMO-LUMO gap   0.362 Ha
ΔE to the lowest compared entry with this formula, charge and spin   8.77 kcal per mole
SMILES string   COCCCCC[C@@]1(CC(=O)I)OC(=O)O[C@H]1S(C)(=O)=O.CC#N.CC#N.CC#N.CC#N.CC#N

Geometry as ORCA input:
```
! wB97M-V def2-TZVPD RIJCOSX def2/J DEFGRID3
* xyz 0 1
C -1.2243 4.3990 1.5852
O -1.6004 3.1636 2.1413
C -0.9716 2.8464 3.3548
C -1.8587 1.8535 4.0700
C -1.9746 0.5353 3.2914
C -0.8721 -0.4147 3.7975
C -0.5438 -1.6328 2.9028
C 0.7267 -1.5196 2.0997
C 1.9297 -1.4659 3.0613
C 2.5487 -2.8006 3.4820
O 3.7223 -2.8553 3.7372
I 1.4005 -4.6062 3.7303
O 0.9705 -2.6011 1.1613
C 1.8759 -2.1577 0.2723
O 2.5033 -2.8100 -0.5140
O 1.9888 -0.7762 0.3757
C 0.8673 -0.3707 1.1136
S -0.4576 -0.1328 -0.1734
C -1.7334 -1.3652 -0.0856
O -1.0531 1.1634 -0.0179
O 0.1780 -0.2822 -1.4578
H -2.1187 4.8842 1.2163
H -0.5397 4.2729 0.7499
H -0.7569 5.0662 2.3057
H 0.0299 2.4294 3.2178
H -0.9323 3.7431 3.9674
H -1.4478 1.6243 5.0424
H -2.8414 2.3036 4.1441
H -2.9439 0.0822 3.4548
H -1.8344 0.6925 2.2276
H -1.2331 -0.8250 4.7305
H -0.0012 0.1902 4.0271
H -1.4106 -1.8424 2.2929
H -0.4486 -2.4846 3.5573
H 1.6940 -0.9480 3.9796
H 2.7463 -0.9138 2.6194
H 0.9884 0.5641 1.6410
H -2.4306 -1.0976 0.6924
H -1.3725 -2.3800 -0.0139
H -2.2618 -1.2681 -1.0249
C 2.2565 1.0204 -3.4076
C 2.2800 1.6073 -4.7418
N 2.2970 2.0697 -5.7920
H 2.5288 1.7709 -2.6693
H 1.2620 0.6453 -3.1825
H 2.9647 0.1981 -3.3529
C 2.6917 -2.1497 -5.0879
C 3.3027 -2.9649 -6.1306
N 3.7838 -3.6117 -6.9466
H 3.4642 -1.6446 -4.5142
H 2.0314 -1.4072 -5.5329
H 2.1136 -2.7793 -4.4178
C -0.1111 -4.6646 -4.2501
C -1.2455 -3.9190 -3.7155
N -2.1433 -3.3597 -3.2720
H 0.7913 -4.4075 -3.7006
H -0.2937 -5.7318 -4.1491
H 0.0287 -4.4267 -5.3029
C -5.0094 -0.0623 5.9485
C -3.7175 0.1282 6.5973
N -2.7036 0.2760 7.1083
H -5.0821 0.5837 5.0756
H -5.1156 -1.0991 5.6364
H -5.8092 0.1851 6.6428
C 1.8813 4.8590 -7.5758
C 1.3879 6.1161 -7.0244
N 0.9993 7.1045 -6.5902
H 2.7107 4.4918 -6.9783
H 1.0899 4.1145 -7.5671
H 2.2170 5.0136 -8.5993
*
```

=====

Computed, not measured: a molecular structure, C22H34IrN2S in a non-equilibrium geometry, with ωB97M-V with the def2-TZVPD basis set.

Properties
Calculated total energy   -1469.99662 hartree
HOMO-LUMO gap (alpha / beta)   0.197 / 0.220 Ha
ΔE to the lowest compared entry with this formula, charge and spin   105.54 kcal per mole

Geometry as ORCA input:
```
! wB97M-V def2-TZVPD RIJCOSX def2/J DEFGRID3
* xyz 2 2
Ir -0.1217 0.0728 -0.3396
C 1.4872 -1.0333 -1.1906
C 1.4998 0.2751 -1.7419
C 2.5180 1.0682 -0.8877
C 3.0604 0.1965 0.0191
C 2.4998 -1.0929 -0.1380
C 2.9429 -2.3169 0.5528
C 3.1833 -2.0399 2.0494
C 1.9322 -3.4591 0.3841
C 4.2899 -2.6835 -0.1333
C 2.8718 2.5285 -0.8805
C 1.6053 3.3355 -0.5081
C 3.9340 2.8283 0.1855
C 3.4567 2.9824 -2.2356
C 0.8956 0.4815 -3.1395
C 2.0165 0.2802 -4.1749
C -0.1948 -0.5845 -3.3708
C 0.2095 1.8418 -3.3339
H 1.1816 -1.9135 -1.7346
H 3.8253 0.4383 0.7364
H 2.2623 -1.7213 2.5410
H 3.9479 -1.2810 2.2136
H 3.5224 -2.9597 2.5238
H 0.9181 -3.1295 0.6240
H 2.1828 -4.2750 1.0597
H 1.9389 -3.8596 -0.6310
H 5.0353 -1.9004 0.0040
H 4.1585 -2.8583 -1.2022
H 4.6580 -3.6012 0.3258
H 1.2610 3.0605 0.4926
H 0.7893 3.1921 -1.2106
H 1.8586 4.3957 -0.4962
H 3.5967 2.5561 1.1872
H 4.1324 3.8988 0.1920
H 4.8759 2.3222 -0.0335
H 2.7317 2.9921 -3.0401
H 4.2932 2.3459 -2.5286
H 3.8329 3.9986 -2.1228
H 2.4743 -0.7050 -4.0648
H 2.7995 1.0299 -4.0755
H 1.5996 0.3547 -5.1797
H 0.2152 -1.5632 -3.6200
H -0.8366 -0.2741 -4.1932
H -0.8669 -0.7084 -2.4992
H 0.8830 2.6837 -3.2460
H -0.6104 1.9714 -2.6208
H -0.2178 1.8769 -4.3356
C -5.3649 2.2196 3.8027
C -4.8364 1.3389 2.7224
C -5.5208 0.2009 2.2597
C -4.9136 -0.5876 1.2861
N -3.7243 -0.2867 0.7815
C -3.1859 0.8368 1.2464
S -1.7036 1.4130 0.5543
N -3.6643 1.6516 2.1747
H -6.3928 1.9764 4.0577
H -5.2883 3.2641 3.5038
H -4.7413 2.1042 4.6917
H -6.4946 -0.0511 2.6560
H -5.3840 -1.4890 0.9138
*
```